1.
The following is a quantum chemistry calculation of C29H31FI2N3O5PTc as an isolated structure at a distorted geometry, from the Open Molecules 2025 dataset.

Properties
Molar mass   903.363 u
Gap between HOMO and LUMO (spin up / spin down)   5.9 / 2.8 eV
LUMO (spin up / spin down)   -6.8419 / -10.0872 eV
E_tot   -2781.029400 a.u.

```
! RIJCOSX wB97M-V def2-TZVPD def2/J DEFGRID3
* xyz 2 4
Tc 0.168 0.500 1.073
I -3.784 -2.799 0.461
C -1.744 -3.095 0.190
C -1.205 -4.347 -0.142
C 0.140 -4.524 -0.363
I 0.851 -6.441 -0.817
C 1.027 -3.419 -0.294
C 2.402 -3.432 -0.578
C 3.110 -2.250 -0.563
C 2.473 -1.061 -0.214
N 1.194 -1.018 0.131
C 0.468 -2.172 0.066
C -0.909 -2.000 0.342
O -1.288 -0.777 0.669
H -1.869 -5.196 -0.230
H 2.895 -4.363 -0.829
H 4.157 -2.233 -0.830
H 3.002 -0.117 -0.257
F 6.332 1.706 0.765
C 5.939 1.786 1.978
C 4.757 1.172 2.325
N 4.278 1.237 3.560
C 3.025 0.597 3.959
C 1.939 0.518 2.904
O 1.048 -0.336 3.005
O 1.888 1.334 1.914
C 5.029 1.872 4.620
O 4.595 1.890 5.729
N 6.227 2.416 4.236
C 6.784 2.498 2.960
O 7.809 3.055 2.720
H 4.175 0.640 1.588
H 2.640 1.165 4.809
H 3.216 -0.410 4.338
H 6.769 2.843 4.982
C -0.136 4.044 1.327
C 0.178 3.776 -0.150
C 1.691 3.645 -0.368
C -0.303 4.931 -1.024
P -0.615 2.110 -0.599
C -0.129 1.880 -2.335
C 0.993 1.093 -2.596
C 1.532 1.023 -3.870
C 0.946 1.729 -4.910
C -0.187 2.493 -4.668
C -0.722 2.570 -3.392
C -2.508 2.160 -0.447
C -3.188 3.464 -0.861
C -2.852 1.905 1.029
C -3.009 1.006 -1.326
H 0.523 4.828 1.706
H 0.021 3.154 1.952
H -1.161 4.386 1.467
H 2.159 4.599 -0.112
H 1.926 3.437 -1.411
H 2.138 2.878 0.256
H 0.196 5.842 -0.683
H -1.372 5.106 -0.960
H -0.028 4.783 -2.068
H 1.439 0.538 -1.782
H 2.412 0.420 -4.053
H 1.363 1.677 -5.906
H -0.659 3.036 -5.476
H -1.602 3.175 -3.238
H -2.956 4.284 -0.183
H -4.268 3.303 -0.808
H -2.968 3.770 -1.879
H -2.584 2.752 1.661
H -2.388 0.998 1.424
H -3.931 1.766 1.117
H -2.813 1.191 -2.381
H -4.087 0.898 -1.197
H -2.546 0.062 -1.046
*
```

Here are the Mulliken charges for atoms 1 to 2, given in e: number 1, Tc, carries -0.14; number 2, I, carries 0.12

=====

2.
The following is a quantum chemistry calculation of C22H17HgN2O3S as an isolated structure, from the Open Molecules 2025 dataset.

Properties
Molar mass   590.046 u
Relative energy (zero: lowest compared OMol25 entry of this formula, charge and spin)   0.0 kJ/mol
Gap between HOMO and LUMO   6.0 eV
LUMO   2.6007 eV
E_tot   -1735.370841 a.u.

```
! RIJCOSX wB97M-V def2-TZVPD def2/J DEFGRID3
* xyz -1 1
Hg 0.685 0.834 0.424
C -5.173 4.986 0.077
O -5.839 3.752 0.174
C -5.065 2.628 0.026
C -5.741 1.415 0.269
C -5.038 0.244 0.166
C -3.669 0.190 -0.152
C -2.985 -1.090 -0.156
C -3.843 -2.348 -0.339
O -1.783 -1.253 -0.007
C -2.965 1.429 -0.461
O -1.780 1.519 -0.865
C -3.749 2.641 -0.330
H -5.924 5.754 0.256
H -4.736 5.138 -0.915
H -4.382 5.073 0.829
H -6.785 1.440 0.553
H -5.566 -0.680 0.373
H -4.523 -2.237 -1.185
H -4.433 -2.547 0.558
H -3.178 -3.194 -0.509
H -3.217 3.562 -0.530
C 0.608 -3.182 3.560
C 1.028 -2.028 2.885
N 1.091 -1.931 1.578
C 0.707 -2.983 0.834
C 0.285 -4.199 1.417
C 0.246 -4.276 2.818
C -0.106 -5.295 0.584
C -0.102 -5.178 -0.760
C 0.276 -3.951 -1.391
C 0.209 -3.774 -2.782
C 0.510 -2.547 -3.314
C 0.925 -1.526 -2.449
N 1.046 -1.680 -1.153
C 0.693 -2.854 -0.608
H 0.580 -3.191 4.642
H 1.329 -1.147 3.444
H -0.075 -5.196 3.293
H -0.415 -6.218 1.062
H -0.411 -6.004 -1.390
H -0.086 -4.605 -3.413
H 0.434 -2.355 -4.376
H 1.179 -0.545 -2.840
S 3.922 -0.473 -0.014
C 3.171 0.848 -0.341
*
```

Here are the Mulliken charges for atoms 1 to 2, given in e: number 1, Hg, carries 0.22; number 2, C, carries -0.82

=====

3.
The following is a quantum chemistry calculation of a 3-piece molecular cluster, C5H12O2 overall at a distorted geometry, from the Open Molecules 2025 dataset.

Properties
Molar mass   104.149 u
Relative energy (zero: lowest compared OMol25 entry of this formula, charge and spin)   312.1 kJ/mol
Gap between HOMO and LUMO   9.0 eV
LUMO   0.5076 eV
Structure (SMILES)   C=CC(=C)C.O.O
E_tot   -348.085952 a.u.

```
! RIJCOSX wB97M-V def2-TZVPD def2/J DEFGRID3
* xyz 0 1
C 1.377 2.971 -1.043
C 1.686 1.616 -0.989
C 1.555 0.903 0.336
C 0.960 1.438 1.459
C 1.992 -0.563 0.232
H 0.850 3.587 -0.275
H 1.683 3.502 -1.940
H 2.205 0.986 -1.783
H 0.995 0.594 2.201
H 0.971 2.487 1.835
H 3.140 -0.780 0.109
H 1.449 -0.999 -0.588
H 1.761 -1.103 1.206
O -3.550 -1.166 0.206
H -3.894 -0.493 0.850
H -4.411 -1.421 -0.133
O -2.658 -3.980 -0.429
H -2.962 -3.055 -0.195
H -3.148 -4.524 -1.059
*
```

Here are the Mulliken charges for atoms 1 to 2, given in e: number 1, C, carries -0.71; number 2, C, carries -0.24

=====

4.
The following is a quantum chemistry calculation of C24H46BrClIrN7O2PS as an isolated structure at a distorted geometry, from the Open Molecules 2025 dataset.

Properties
Molar mass   835.294 u
Relative energy (zero: lowest compared OMol25 entry of this formula, charge and spin)   92.0 kJ/mol
Gap between HOMO and LUMO (spin up / spin down)   8.5 / 5.3 eV
LUMO (spin up / spin down)   -4.6484 / -8.0606 eV
E_tot   -5353.341957 a.u.

```
! RIJCOSX wB97M-V def2-TZVPD def2/J DEFGRID3
* xyz 2 6
Ir 0.188 1.307 -0.784
C 5.411 -4.822 -1.018
C 3.888 -5.014 -1.140
C 3.465 -6.153 -0.185
C 3.568 -5.432 -2.577
C 3.157 -3.768 -0.715
C 2.083 -3.234 -1.448
C 1.498 -2.073 -1.034
Br 0.026 -1.339 -2.016
C 1.882 -1.340 0.137
O 1.334 -0.236 0.425
C 2.904 -1.963 0.951
C 3.501 -3.111 0.476
C 3.335 -1.421 2.308
C 2.663 -0.111 2.727
C 2.959 -2.494 3.352
C 4.854 -1.189 2.339
H 5.914 -5.714 -1.381
H 5.737 -4.666 0.007
H 5.740 -3.978 -1.620
H 3.949 -7.074 -0.497
H 2.389 -6.303 -0.219
H 3.758 -5.949 0.842
H 4.173 -6.294 -2.846
H 3.800 -4.631 -3.274
H 2.526 -5.720 -2.689
H 1.715 -3.723 -2.335
H 4.298 -3.541 1.060
H 1.586 -0.239 2.814
H 2.872 0.692 2.024
H 3.047 0.188 3.701
H 1.889 -2.701 3.330
H 3.231 -2.146 4.346
H 3.481 -3.428 3.169
H 5.145 -0.463 1.585
H 5.411 -2.103 2.168
H 5.139 -0.806 3.315
C -1.017 1.373 4.630
C -0.532 2.426 3.720
N -0.128 3.608 4.047
N 0.272 4.216 2.916
C 0.120 3.418 1.844
S 0.480 3.734 0.246
N -0.415 2.261 2.350
N -0.758 1.165 1.576
H -1.430 1.838 5.520
H -0.186 0.740 4.938
H -1.777 0.751 4.158
H 0.644 5.156 2.942
H -1.757 0.970 1.627
H -0.225 0.342 1.865
C -5.840 0.968 -1.344
N -4.412 0.952 -1.109
C -3.817 -0.365 -1.096
P -3.468 2.287 -1.499
O -2.025 1.942 -1.404
N -3.878 2.898 -3.005
C -3.164 2.467 -4.181
C -5.074 3.664 -3.264
N -3.994 3.484 -0.456
C -4.260 3.178 0.932
C -3.453 4.814 -0.662
H -6.341 0.357 -0.588
H -6.095 0.549 -2.322
H -6.212 1.987 -1.279
H -4.222 -0.935 -0.256
H -2.737 -0.274 -0.988
H -4.035 -0.920 -2.013
H -2.260 1.937 -3.883
H -2.892 3.340 -4.777
H -3.779 1.820 -4.812
H -5.548 3.967 -2.333
H -5.791 3.100 -3.869
H -4.810 4.562 -3.829
H -4.524 2.128 1.035
H -5.097 3.786 1.278
H -3.395 3.401 1.568
H -3.185 4.948 -1.706
H -2.562 4.989 -0.052
H -4.207 5.553 -0.391
Cl 2.535 1.664 -2.044
C 0.993 2.081 -2.767
H 0.828 1.514 -3.673
H 0.910 3.156 -2.884
*
```

Here are the Mulliken charges for atoms 1 to 2, given in e: number 1, Ir, carries 2.30; number 2, C, carries -1.64

=====

5.
The following is a quantum chemistry calculation of C28H28InN3 as an isolated structure, from the Open Molecules 2025 dataset.

Properties
Molar mass   521.371 u
Relative energy (zero: lowest compared OMol25 entry of this formula, charge and spin)   0.0 kJ/mol
Gap between HOMO and LUMO   7.2 eV
LUMO   -6.4889 eV
E_tot   -1437.608863 a.u.

```
! RIJCOSX wB97M-V def2-TZVPD def2/J DEFGRID3
* xyz 2 1
In 0.651 -0.002 0.263
C -1.510 -5.029 -0.174
C -0.802 -3.774 -0.710
C 0.657 -4.078 -1.019
C -1.032 -2.649 0.277
C -0.119 -2.271 1.278
C -0.500 -1.366 2.309
C -1.774 -0.816 2.352
C -2.207 0.093 3.465
C -2.652 -1.167 1.322
C -2.293 -2.049 0.322
H -1.371 -5.860 -0.865
H -2.581 -4.866 -0.054
H -1.099 -5.317 0.795
H -1.289 -3.488 -1.646
H 1.196 -4.437 -0.137
H 1.175 -3.210 -1.438
H 0.716 -4.867 -1.767
H 0.799 -2.820 1.413
H 0.182 -1.197 3.138
H -1.983 1.135 3.226
H -1.701 -0.155 4.397
H -3.281 0.021 3.627
H -3.650 -0.745 1.319
H -3.021 -2.305 -0.439
N 3.439 1.531 1.469
C 3.613 0.173 1.351
C 4.794 -0.365 1.882
C 5.079 -1.691 1.712
C 4.185 -2.494 0.996
C 3.028 -1.929 0.558
N 2.699 -0.614 0.754
C 2.753 2.415 0.644
C 3.174 3.742 0.613
C 2.548 4.617 -0.242
C 1.523 4.151 -1.065
C 1.146 2.841 -0.955
N 1.734 1.969 -0.091
H 4.168 1.976 2.004
H 5.486 0.290 2.395
H 6.001 -2.102 2.101
H 4.389 -3.536 0.795
H 2.316 -2.516 0.007
H 3.998 4.063 1.236
H 2.864 5.651 -0.284
H 1.024 4.798 -1.772
H 0.343 2.441 -1.553
C -1.120 0.655 -0.470
C -1.824 1.350 -1.175
C -2.683 2.156 -1.991
C -2.962 3.473 -1.619
C -3.770 4.258 -2.424
C -4.295 3.736 -3.599
C -4.020 2.426 -3.971
C -3.218 1.631 -3.170
H -2.558 3.867 -0.695
H -3.997 5.275 -2.133
H -4.928 4.351 -4.225
H -4.434 2.023 -4.885
H -3.005 0.607 -3.448
*
```

Here are the Mulliken charges for atoms 1 to 2, given in e: number 1, In, carries 1.37; number 2, C, carries -1.42

=====

6.
The following is a quantum chemistry calculation of a 2-piece molecular cluster, C3H7N2 overall at a distorted geometry, from the Open Molecules 2025 dataset.

Properties
Molar mass   71.103 u
Relative energy (zero: lowest compared OMol25 entry of this formula, charge and spin)   551.1 kJ/mol
Gap between HOMO and LUMO (spin up / spin down)   5.9 / 4.7 eV
LUMO (spin up / spin down)   -7.6353 / -8.4896 eV
E_tot   -227.544436 a.u.

```
! RIJCOSX wB97M-V def2-TZVPD def2/J DEFGRID3
* xyz 1 1
C 1.374 0.152 -0.128
C 0.847 1.438 -0.622
C -2.829 -0.562 0.473
N 0.072 0.275 -0.144
N 2.257 -0.813 0.176
H 0.934 2.293 0.035
H 1.003 1.491 -1.730
H -2.867 -0.795 1.562
H -3.628 0.050 0.087
H -2.332 -1.085 -0.399
H 3.229 -0.897 -0.061
H 1.941 -1.547 0.751
*
```

Here are the Mulliken charges for atoms 1 to 2, given in e: number 1, C, carries 0.30; number 2, C, carries -0.30

=====

7.
The following is a quantum chemistry calculation of a 2-piece molecular cluster, C3HBr overall at a distorted geometry, from the Open Molecules 2025 dataset.

Properties
Molar mass   116.945 u
Relative energy (zero: lowest compared OMol25 entry of this formula, charge and spin)   129.2 kJ/mol
Gap between HOMO and LUMO   8.4 eV
LUMO   -1.8584 eV
E_tot   -2688.688783 a.u.

```
! RIJCOSX wB97M-V def2-TZVPD def2/J DEFGRID3
* xyz 0 1
C 0.026 -2.927 -0.105
C -0.512 -1.812 0.145
C -0.966 -0.573 0.075
Br -2.662 0.089 -0.004
H 0.157 0.445 -0.010
*
```

Here are the Mulliken charges for atoms 1 to 2, given in e: number 1, C, carries -0.37; number 2, C, carries 0.39

=====

8.
The following is a quantum chemistry calculation of a single C6H13N molecule at a distorted geometry, from the Open Molecules 2025 dataset.

Properties
Molar mass   99.177 u
Relative energy (zero: lowest compared OMol25 entry of this formula, charge and spin)   112.0 kJ/mol
Gap between HOMO and LUMO   9.1 eV
LUMO   1.1923 eV
Structure (SMILES)   CC/C=C/NCC
E_tot   -291.116079 a.u.

```
! RIJCOSX wB97M-V def2-TZVPD def2/J DEFGRID3
* xyz 0 1
C -2.412 -2.315 0.232
C -1.561 -1.653 1.352
C -0.923 -0.368 0.931
C 0.077 -0.277 0.041
N 0.452 0.934 -0.563
C 1.887 1.227 -0.417
C 2.221 2.407 -1.328
H -3.413 -2.575 0.567
H -2.462 -1.604 -0.594
H -1.922 -3.210 -0.146
H -0.729 -2.319 1.573
H -2.229 -1.547 2.204
H -1.285 0.599 1.277
H 0.878 -1.005 0.020
H -0.036 1.760 -0.236
H 2.234 1.503 0.584
H 2.412 0.340 -0.773
H 1.927 2.138 -2.343
H 3.268 2.692 -1.291
H 1.616 3.273 -1.088
*
```

Here are the Mulliken charges for atoms 1 to 2, given in e: number 1, C, carries -0.98; number 2, C, carries -0.49

=====

9.
The following is a quantum chemistry calculation of C12H18AsS8SbTc as an isolated structure, from the Open Molecules 2025 dataset.

Properties
Molar mass   713.494 u
Relative energy (zero: lowest compared OMol25 entry of this formula, charge and spin)   25.4 kJ/mol
Gap between HOMO and LUMO   6.7 eV
LUMO   -4.3031 eV
E_tot   -6210.293142 a.u.

```
! RIJCOSX wB97M-V def2-TZVPD def2/J DEFGRID3
* xyz 1 1
Tc -0.672 0.539 0.152
C -3.509 0.188 -1.937
C -2.839 0.734 -0.707
C -2.743 -0.110 0.458
C -3.301 -1.509 0.370
C -2.385 0.481 1.715
C -2.566 -0.332 2.967
C -1.812 1.773 1.735
C -1.396 2.479 2.998
C -1.645 2.483 0.500
C -0.970 3.828 0.494
C -2.365 2.045 -0.665
C -2.522 2.968 -1.840
H -4.594 0.277 -1.835
H -3.292 -0.869 -2.076
H -3.212 0.723 -2.833
H -2.750 -2.106 -0.354
H -4.348 -1.483 0.061
H -3.251 -2.028 1.321
H -3.633 -0.456 3.158
H -2.112 0.124 3.836
H -2.120 -1.319 2.853
H -0.314 2.604 3.049
H -1.713 1.960 3.893
H -1.844 3.474 3.014
H -1.679 4.621 0.748
H -0.555 4.051 -0.487
H -0.157 3.861 1.214
H -1.717 2.833 -2.565
H -2.519 4.006 -1.517
H -3.468 2.784 -2.346
S 0.792 0.092 -5.166
Sb -0.622 -1.263 -3.819
S 0.513 -0.585 -1.659
S 0.636 1.427 -1.560
S -1.121 0.875 -4.697
S 1.860 -3.504 2.889
As 0.958 -2.179 4.399
S 0.748 -0.692 1.336
S 0.786 -0.181 3.324
S -0.237 -3.558 3.135
*
```

Here are the Mulliken charges for atoms 1 to 2, given in e: number 1, Tc, carries 0.21; number 2, C, carries -2.18

=====

10.
The following is a quantum chemistry calculation of a 11-piece molecular cluster, C2H25O11 overall, from the Open Molecules 2025 dataset.

Properties
Molar mass   225.211 u
Relative energy (zero: lowest compared OMol25 entry of this formula, charge and spin)   15.7 kJ/mol
Gap between HOMO and LUMO   8.2 eV
LUMO   2.3565 eV
E_tot   -918.888356 a.u.

```
! RIJCOSX wB97M-V def2-TZVPD def2/J DEFGRID3
* xyz -1 1
C -1.801 0.330 -0.493
C -0.356 -0.130 -0.652
O 0.570 0.613 0.073
H -2.152 0.155 0.528
H -2.516 -0.118 -1.190
H -1.870 1.417 -0.607
H -0.076 -0.103 -1.720
H -0.327 -1.191 -0.333
O 1.862 2.505 -2.879
H 1.707 2.614 -3.823
H 1.075 2.059 -2.541
O 1.780 3.393 0.069
H 0.989 3.938 0.044
H 1.447 2.482 -0.027
O 2.995 -0.697 -1.103
H 2.151 -0.234 -0.930
H 3.580 -0.008 -1.431
O -2.870 0.970 3.513
H -2.752 0.016 3.532
H -2.205 1.290 2.862
O -4.519 -2.946 -1.586
H -4.348 -3.114 -0.653
H -3.793 -2.377 -1.866
O 1.084 -1.797 -3.529
H 0.358 -1.379 -3.050
H 1.004 -2.734 -3.322
O 0.330 -2.034 2.218
H -0.429 -2.601 2.044
H 0.306 -1.370 1.509
O 1.577 1.135 3.371
H 1.409 0.429 2.735
H 0.898 1.796 3.177
O 2.624 -3.161 0.312
H 2.435 -2.281 -0.061
H 2.144 -3.171 1.150
O -0.785 2.061 1.953
H -1.279 2.699 1.427
H -0.246 1.541 1.279
*
```

Here are the Mulliken charges for atoms 1 to 2, given in e: number 1, C, carries -1.33; number 2, C, carries 0.59